(1)
2 unconnected molecules or ions with the total composition C5H12N2, computed with ωB97M-V/def2-TZVPD.

Calculated values
highest occupied orbital energy (spin up / spin down) = -7.0 / -7.1 eV
gap between HOMO and LUMO (spin up / spin down) = 0.2680 / 0.2698 hartree
maximum force = 0.43 eV/A
DFT total energy = -8356.4026 eV
E_LUMO (spin up / spin down) = 0.010 / 0.010 hartree
charge = 0
energy above the lowest of the compared OMol25 structures with the same formula, charge and spin = 360.2 kJ/mol

Each line ends with the natural charge from an NBO analysis.
Element x y z (Å)
C 0.5730 -0.9286 -1.2331  -0.3631
C -1.7462 0.2458 -0.5692  -0.5633
C -1.6994 0.1058 0.9186  -0.6507
C 1.2894 -0.5362 -0.1234  0.0186
N 1.7250 -1.4907 0.8267  -0.8217
N 0.5970 1.6662 -0.5823  -0.7472
C 1.3303 0.8365 0.1783  0.0169
H 2.3349 -2.1971 0.4419  0.3725
H 2.1261 -1.0920 1.6630  0.3681
H -0.3723 1.1652 -0.8454  0.3795
H 0.4963 2.6019 -0.2067  0.3781
H 0.2964 -1.9672 -1.3601  0.2060
H 0.4959 -0.2861 -2.0945  0.2171
H 1.8219 1.2005 1.0761  0.1882
H -2.2764 1.1142 -0.9597  0.1943
H -2.0034 -0.6428 -1.1293  0.1963
H -2.2916 0.8703 1.4302  0.2062
H -0.6661 0.2128 1.3104  0.1908
H -2.0309 -0.8784 1.2585  0.2135

---

(2)
A molecular structure, C20H27N3S2Y at a distorted geometry, computed with ωB97M-V/def2-TZVPD.

Calculated values
highest occupied orbital energy = -17.0 eV
gap between HOMO and LUMO = 0.2510 hartree
maximum force = 1.46 eV/A
DFT total energy = -48338.2200 eV
E_LUMO = -0.373 hartree
charge = +3

Each line ends with the natural charge from an NBO analysis.
Element x y z (Å)
Y 0.0699 0.0109 0.1511  2.1515
S -1.2048 2.4116 -0.2614  0.1280
S -1.0707 -2.4998 -0.0825  0.1396
C -3.0355 2.3976 -0.4221  -0.7028
C -0.5390 2.4465 -1.9936  -0.5263
C -0.8682 1.1711 -2.7704  -0.2417
N -0.2246 -0.0486 -2.1546  -0.7838
C -0.8168 -1.3359 -2.6779  -0.2447
C -0.4327 -2.5522 -1.8338  -0.5294
H 0.5517 2.6117 -1.9315  0.2548
H -0.9684 3.3192 -2.4999  0.2948
H -0.4705 1.2758 -3.7893  0.2524
H -1.9565 1.0055 -2.8161  0.2298
H -0.4085 -1.4912 -3.6863  0.2527
H -1.9109 -1.2191 -2.7392  0.2311
H 0.6642 -2.6806 -1.8202  0.2488
H -0.8538 -3.4612 -2.2778  0.2940
C -2.9071 -2.5139 -0.2494  -0.7026
H 0.7391 -0.0392 -2.5281  0.4180
H -3.1979 -1.6693 -0.8817  0.2197
H -3.2692 -2.3745 0.7829  0.2715
H -3.2847 -3.4727 -0.6436  0.2845
H -3.3851 2.3182 0.6184  0.2708
H -3.3227 1.5097 -0.9931  0.2219
H -3.4414 3.3185 -0.8698  0.2857
C 5.2914 0.2078 -1.7868  -0.3775
C 5.3584 0.2627 -0.4515  -0.4172
H 5.2413 1.1160 -2.4013  0.2087
H 5.3049 -0.7460 -2.3296  0.2066
H 5.3690 1.2176 0.0872  0.1968
H 5.4216 -0.6436 0.1618  0.1918
C 2.6226 -3.4378 1.6948  -0.2277
C 1.9709 -2.6762 0.7286  0.1062
N 1.8174 -1.3371 0.8417  -0.6667
C 2.3769 -0.6912 1.9150  0.1344
C 3.0321 -1.4321 2.9343  -0.0687
C 3.1562 -2.8151 2.7989  -0.0420
C 3.5758 -0.7196 4.0346  -0.1368
C 3.4833 0.6445 4.1328  -0.1460
C 2.8368 1.4252 3.1383  -0.0866
C 2.7751 2.8187 3.2023  -0.0377
C 2.1433 3.5147 2.1960  -0.2339
C 1.5772 2.8194 1.1381  0.1119
N 1.6200 1.4701 1.0463  -0.6912
C 2.2774 0.7566 2.0199  0.2150
H 2.6502 -4.5181 1.5613  0.2743
H 1.4952 -3.1546 -0.1255  0.2127
H 3.7190 -3.3595 3.5666  0.2692
H 4.1107 -1.3068 4.7814  0.2594
H 3.9430 1.1789 4.9624  0.2609
H 3.2634 3.3180 4.0451  0.2683
H 2.0418 4.5994 2.2166  0.2751
H 1.0004 3.3455 0.3688  0.2222

---

(3)
A molecular structure, CI3OP at a distorted geometry, computed with ωB97M-V/def2-TZVPD.

Calculated values
highest occupied orbital energy (spin up / spin down) = -8.9 / -8.9 eV
gap between HOMO and LUMO (spin up / spin down) = 0.2302 / 0.2303 hartree
maximum force = 1.51 eV/A
DFT total energy = -36672.1766 eV
E_LUMO (spin up / spin down) = -0.097 / -0.097 hartree
charge = 0
energy above the lowest of the compared OMol25 structures with the same formula, charge and spin = 213.5 kJ/mol

Each line ends with the natural charge from an NBO analysis.
Element x y z (Å)
C 1.2031 -0.6822 0.3368  -0.6866
O -1.2757 1.1978 0.6871  -0.9904
P -1.0018 0.0491 -0.1384  1.3648
I 2.2548 0.5736 -0.9197  0.2898
I 1.2940 -2.7425 -0.0516  0.2751
I -3.4568 -0.6489 -0.5895  -0.2526

---

(4)
A molecular structure, C22H41BiBrNP3S at a distorted geometry, computed with ωB97M-V/def2-TZVPD.

Calculated values
highest occupied orbital energy (spin up / spin down) = -13.8 / -13.8 eV
gap between HOMO and LUMO (spin up / spin down) = 0.1157 / 0.1175 hartree
maximum force = 3.11 eV/A
DFT total energy = -139523.8241 eV
E_LUMO (spin up / spin down) = -0.391 / -0.390 hartree
charge = +3

Each line ends with the natural charge from an NBO analysis.
Element x y z (Å)
Bi -0.2671 -0.0219 1.2428  1.1674
P -1.9069 2.0236 1.1633  1.0044
P -2.2162 -1.5180 2.2213  0.8815
P 1.4160 1.1806 -0.3198  0.8944
H -1.3284 -2.1244 -0.5276  0.2378
C -0.3071 -1.7690 -0.5817  -0.4824
C 0.6548 -2.1606 0.3645  -0.3757
H 0.4226 -2.8530 1.1652  0.2414
C -2.9295 1.9768 -0.3345  -0.9502
C -2.9990 2.0783 2.6066  -0.9576
C -1.0044 3.5940 1.1791  -0.9580
C -1.8018 -3.2897 2.1855  -0.9457
C -2.7157 -1.1697 3.9328  -0.9438
C -3.6735 -1.3239 1.1405  -0.9480
C 2.6665 0.0342 -0.9678  -0.9505
C 2.3112 2.5489 0.4562  -0.9452
C 0.5007 1.8069 -1.7655  -0.9522
H -0.0410 -1.1626 -1.4398  0.2451
H 1.7016 -1.8964 0.2643  0.2444
H -3.5460 2.8936 -0.2263  0.2816
H -3.5591 1.0623 -0.3438  0.2730
H -2.2867 2.0247 -1.2387  0.2742
H -3.5599 3.0208 2.4337  0.2863
H -2.3945 2.1448 3.5377  0.2666
H -3.6856 1.2078 2.6430  0.2689
H -1.8341 4.3312 1.2073  0.2861
H -0.3853 3.7275 0.2685  0.2688
H -0.3819 3.6704 2.0977  0.2639
H -2.7138 -3.7794 2.5829  0.2824
H -0.9293 -3.4768 2.8470  0.2620
H -1.5879 -3.6264 1.1523  0.2590
H -3.7354 -1.6114 4.0094  0.2769
H -2.7309 -0.0787 4.1436  0.2504
H -1.9893 -1.6809 4.6044  0.2776
H -4.3599 -2.1128 1.4996  0.2773
H -3.3940 -1.5109 0.0858  0.2536
H -4.1319 -0.3237 1.2444  0.2448
H 3.2789 0.6666 -1.6412  0.2923
H 2.1970 -0.7955 -1.5331  0.2677
H 3.2741 -0.3604 -0.1255  0.2604
H 2.8815 2.9848 -0.3945  0.2810
H 2.9875 2.1276 1.2334  0.2747
H 1.6154 3.2887 0.9068  0.2537
H 1.2967 2.1669 -2.4420  0.2825
H -0.1890 2.6267 -1.4961  0.2386
H -0.0545 0.9829 -2.2532  0.2646
C 2.0333 -0.7594 -5.9717  -0.1802
C 1.2902 -0.5084 -7.1441  -0.2295
C 1.1306 -1.5191 -8.0929  -0.1798
C 1.7066 -2.7781 -7.8879  -0.2001
C 2.4478 -3.0304 -6.7279  -0.1850
C 2.6146 -2.0286 -5.7730  -0.2420
S 2.2557 0.4560 -4.7404  -0.0449
H 1.5563 1.4671 -5.3213  0.1478
H 0.8536 0.4806 -7.2768  0.2151
H 0.5531 -1.3202 -8.9958  0.2369
H 1.5788 -3.5638 -8.6325  0.2374
H 2.9018 -4.0064 -6.5564  0.2317
H 3.1883 -2.1977 -4.8599  0.2055
Br 3.4034 -2.0698 5.4519  0.2046
C 2.2830 -0.6350 4.9046  -0.0933
C 2.0843 0.5071 5.6593  -0.1464
C 1.2415 1.5400 5.2360  -0.1777
C 0.5993 1.3757 4.0019  0.0281
N 0.8140 0.2674 3.2670  -0.5676
C 1.6292 -0.7584 3.6779  0.0034
H 2.6096 0.5904 6.6254  0.2825
H 1.0502 2.4503 5.7870  0.2684
H -0.0917 2.1234 3.5809  0.1897
H 1.7013 -1.6072 3.0002  0.2193

---

What did the second record say?
A molecular structure, C20H27N3S2Y at a distorted geometry, computed with ωB97M-V/def2-TZVPD.

Calculated values
highest occupied orbital energy = -17.0 eV
gap between HOMO and LUMO = 0.2510 hartree
maximum force = 1.46 eV/A
DFT total energy = -48338.2200 eV
E_LUMO = -0.373 hartree
charge = +3

Each line ends with the natural charge from an NBO analysis.
Element x y z (Å)
Y 0.0699 0.0109 0.1511  2.1515
S -1.2048 2.4116 -0.2614  0.1280
S -1.0707 -2.4998 -0.0825  0.1396
C -3.0355 2.3976 -0.4221  -0.7028
C -0.5390 2.4465 -1.9936  -0.5263
C -0.8682 1.1711 -2.7704  -0.2417
N -0.2246 -0.0486 -2.1546  -0.7838
C -0.8168 -1.3359 -2.6779  -0.2447
C -0.4327 -2.5522 -1.8338  -0.5294
H 0.5517 2.6117 -1.9315  0.2548
H -0.9684 3.3192 -2.4999  0.2948
H -0.4705 1.2758 -3.7893  0.2524
H -1.9565 1.0055 -2.8161  0.2298
H -0.4085 -1.4912 -3.6863  0.2527
H -1.9109 -1.2191 -2.7392  0.2311
H 0.6642 -2.6806 -1.8202  0.2488
H -0.8538 -3.4612 -2.2778  0.2940
C -2.9071 -2.5139 -0.2494  -0.7026
H 0.7391 -0.0392 -2.5281  0.4180
H -3.1979 -1.6693 -0.8817  0.2197
H -3.2692 -2.3745 0.7829  0.2715
H -3.2847 -3.4727 -0.6436  0.2845
H -3.3851 2.3182 0.6184  0.2708
H -3.3227 1.5097 -0.9931  0.2219
H -3.4414 3.3185 -0.8698  0.2857
C 5.2914 0.2078 -1.7868  -0.3775
C 5.3584 0.2627 -0.4515  -0.4172
H 5.2413 1.1160 -2.4013  0.2087
H 5.3049 -0.7460 -2.3296  0.2066
H 5.3690 1.2176 0.0872  0.1968
H 5.4216 -0.6436 0.1618  0.1918
C 2.6226 -3.4378 1.6948  -0.2277
C 1.9709 -2.6762 0.7286  0.1062
N 1.8174 -1.3371 0.8417  -0.6667
C 2.3769 -0.6912 1.9150  0.1344
C 3.0321 -1.4321 2.9343  -0.0687
C 3.1562 -2.8151 2.7989  -0.0420
C 3.5758 -0.7196 4.0346  -0.1368
C 3.4833 0.6445 4.1328  -0.1460
C 2.8368 1.4252 3.1383  -0.0866
C 2.7751 2.8187 3.2023  -0.0377
C 2.1433 3.5147 2.1960  -0.2339
C 1.5772 2.8194 1.1381  0.1119
N 1.6200 1.4701 1.0463  -0.6912
C 2.2774 0.7566 2.0199  0.2150
H 2.6502 -4.5181 1.5613  0.2743
H 1.4952 -3.1546 -0.1255  0.2127
H 3.7190 -3.3595 3.5666  0.2692
H 4.1107 -1.3068 4.7814  0.2594
H 3.9430 1.1789 4.9624  0.2609
H 3.2634 3.3180 4.0451  0.2683
H 2.0418 4.5994 2.2166  0.2751
H 1.0004 3.3455 0.3688  0.2222